C42H78InN4O8 | the ωB97M-V functional and the def2-TZVPD basis

Atoms and positions in Å:
In1 7.2059 4.6846 -6.3908
C1 5.1747 0.2442 -7.3649
C2 5.5199 1.6295 -7.2310
C3 4.4071 2.6658 -7.2725
O1 4.6475 3.8526 -7.1862
C4 3.0618 2.1590 -7.3457
C5 2.7018 0.7963 -7.3914
C6 3.8304 -0.1947 -7.3631
O2 3.6013 -1.3903 -7.5157
O3 1.5030 0.5237 -7.4041
O4 6.6660 2.0392 -7.0675
H1 6.0387 -0.4083 -7.3619
H2 2.2423 2.8586 -7.2219
C7 7.3579 3.4926 -10.1958
C8 6.4556 4.6612 -10.6200
C9 4.9640 4.3090 -10.6863
C10 3.9724 5.4495 -10.8191
C11 4.2337 6.4652 -9.7181
C12 5.6834 6.9695 -9.6169
N1 6.5561 5.7745 -9.6306
O5 7.9008 6.1674 -9.4326
C13 5.9741 8.0534 -10.6708
C14 5.8217 7.6203 -8.2219
C15 6.9518 5.1089 -12.0345
H3 6.8608 2.8969 -9.4267
H4 8.2731 3.7866 -9.6839
H5 7.5674 2.9590 -11.1195
H6 4.8920 3.5271 -11.4493
H7 4.6350 3.7740 -9.7891
H8 2.9639 5.0554 -10.7006
H9 4.0685 5.9784 -11.7704
H10 3.8200 6.1232 -8.7659
H11 3.6741 7.3952 -9.8702
H12 5.4524 8.9739 -10.4069
H13 6.9990 8.4352 -10.6888
H14 5.6789 7.6635 -11.6429
H15 5.1740 8.4631 -7.9892
H16 5.5145 6.8128 -7.5472
H17 6.8535 7.8444 -7.9522
H18 8.0171 5.3292 -11.9531
H19 6.4786 6.0464 -12.3223
H20 6.7441 4.3314 -12.7655
H21 8.0964 6.7731 -10.1670
C16 -1.9226 -0.1380 -8.6342
C17 -1.4637 -0.1487 -10.0995
C18 -0.8553 1.2667 -10.3642
C19 0.0741 1.3778 -11.6054
C20 1.1105 0.2746 -11.5945
C21 0.5880 -1.1366 -11.3336
N2 -0.4242 -1.1798 -10.3198
O6 -0.9757 -2.4415 -10.0645
C22 0.1918 -1.7075 -12.7214
C23 1.7771 -1.9601 -10.8166
C24 -2.6457 -0.3485 -11.0635
H22 -2.8925 0.3607 -8.5906
H23 -1.3154 0.4920 -7.9800
H24 -1.9087 -1.1128 -8.1515
H25 -1.6722 1.9562 -10.5659
H26 -0.1993 1.5158 -9.5261
H27 0.4134 2.3811 -11.8440
H28 -0.6469 1.0435 -12.3675
H29 1.8508 0.5616 -10.8326
H30 1.7192 0.3506 -12.4982
H31 -0.3831 -2.6361 -12.6665
H32 -0.5071 -1.0757 -13.2846
H33 0.9964 -1.7908 -13.4510
H34 2.6254 -1.9636 -11.5079
H35 2.1729 -1.5569 -9.8851
H36 1.5198 -3.0157 -10.7293
H37 -3.0245 0.5908 -11.4695
H38 -3.5201 -0.7442 -10.5390
H39 -2.4915 -1.0549 -11.8790
H40 -1.2417 -2.8081 -10.9231
C25 4.9485 3.3784 -1.5792
C26 4.8968 3.4821 -3.0992
C27 3.5588 2.8938 -3.6635
C28 2.3748 3.7893 -3.4102
C29 2.6411 5.1243 -4.1422
C30 3.9004 5.8469 -3.7278
N3 5.0044 4.8638 -3.6278
O7 6.2319 5.4726 -3.2739
C31 4.2709 6.8462 -4.8246
C32 3.5596 6.6417 -2.4104
C33 6.0552 2.5905 -3.5824
H41 5.0686 2.3694 -1.1912
H42 4.0087 3.7498 -1.1597
H43 5.7588 3.9810 -1.1602
H44 3.6437 2.6056 -4.7123
H45 3.3392 1.9676 -3.1185
H46 2.0872 3.7772 -2.3591
H47 1.4995 3.3779 -3.9223
H48 1.6716 5.5679 -3.9016
H49 2.6884 4.9838 -5.2247
H50 3.6397 7.6905 -5.0967
H51 5.2043 7.3305 -4.5215
H52 4.4910 6.2527 -5.7170
H53 2.5481 7.0227 -2.5065
H54 3.8148 6.0150 -1.5512
H55 4.1893 7.5052 -2.1721
H56 6.0400 2.3945 -4.6582
H57 5.9203 1.5883 -3.1680
H58 7.0226 2.9183 -3.2030
H59 6.1158 5.5287 -2.3099
C34 4.2950 -4.6878 -6.0781
C35 3.9690 -4.0213 -4.7234
C36 5.1510 -3.0457 -4.4231
C37 4.8701 -2.2279 -3.1692
C38 3.5505 -1.4919 -3.3253
C39 2.3499 -2.4071 -3.6091
N4 2.6705 -3.2901 -4.7524
O8 1.6219 -4.1374 -5.1083
C40 2.0302 -3.1412 -2.2770
C41 1.2319 -1.4478 -4.0340
C42 3.9820 -5.1670 -3.6962
H60 3.5122 -5.3108 -6.5248
H61 5.0846 -5.4328 -5.9675
H62 4.5417 -4.0843 -6.9546
H63 6.1161 -3.5406 -4.3268
H64 5.1743 -2.3911 -5.2999
H65 5.7081 -1.5621 -2.9503
H66 4.8219 -2.8922 -2.3016
H67 3.7374 -0.9140 -4.2409
H68 3.2853 -0.8018 -2.5254
H69 2.8897 -3.5950 -1.7867
H70 1.4088 -2.5733 -1.5876
H71 1.4730 -4.0761 -2.4325
H72 0.2781 -1.9008 -4.3031
H73 1.0800 -0.7218 -3.2345
H74 1.5663 -0.9385 -4.9398
H75 4.8181 -5.8466 -3.8706
H76 3.0199 -5.6765 -3.6823
H77 4.2639 -4.8863 -2.6786
H78 1.4848 -4.6694 -4.3033

Computed properties:
LUMO energy	-0.271	hartree
orbital gap	2.531	eV
total charge	+1
largest force on an atom	3.33	eV/A